Density functional theory data (ωB97M-V/def2-TZVPD) for a structure of composition C60H72N4O2P2PbS3.

Output
ΔE to the lowest compared entry with this formula, charge and spin = 72.8 kcal/mol
Charge = -2
Lowest unoccupied orbital energy (alpha / beta) = 3.402 / 2.946 eV
Maximum force = 0.7 eV/A

CARTESIAN COORDINATES (ANGSTROEM)
Pb: -0.1822 0.1004 1.8681
S: -0.8002 1.5110 4.2088
S: -0.1682 -1.8550 3.7113
S: -0.6954 5.8232 2.2010
P: -2.9106 -1.3282 1.2774
P: -1.6824 -0.2955 -2.2214
O: -1.0516 -1.3544 -1.1335
O: 2.0889 0.2814 2.3990
N: 1.4506 -0.5401 -0.1095
N: -4.8051 3.6234 1.7069
N: -1.1319 3.3854 1.5912
N: -3.5358 2.0068 0.9021
C: -7.9072 1.4277 1.5555
C: 4.2441 2.9042 -2.9572
C: -3.5048 -0.2235 -1.2904
C: -1.2347 -4.7947 -0.5632
C: 5.5410 2.8387 3.1295
C: -0.4204 0.8206 6.8137
C: 5.1826 2.1695 -1.9886
C: -3.9453 -0.4982 0.0072
C: 0.0809 -1.3474 7.6914
C: -0.8049 4.2773 -1.5184
C: 2.4565 -3.2626 -2.3894
C: -7.0316 2.5355 1.7581
C: 1.3911 -1.5266 -1.0050
C: -1.1001 -5.4325 -2.9602
C: 0.0713 -1.8371 6.3967
C: 4.2636 -2.7252 -4.0168
C: 3.7298 -3.7951 -3.0543
C: -0.4435 0.3474 5.4908
C: 4.7031 2.0009 0.5274
C: -1.5055 1.5636 -1.8601
C: -3.6330 -0.8425 2.8981
C: -2.0587 3.9280 -1.9923
C: 0.0421 -3.3255 -2.0445
C: -3.5378 -3.0671 1.3483
C: -5.6686 2.5653 1.4321
C: -6.6533 0.8059 -1.3730
C: -7.7032 0.3103 0.8050
C: 4.2819 1.9693 3.0551
C: -2.5574 -3.5829 -2.3250
C: -2.3447 4.0202 1.6251
C: 0.0789 3.2695 -1.1579
C: -4.3279 0.4169 -2.2417
C: -1.2051 -4.2363 -2.0019
C: -5.6729 0.9003 -2.2903
C: -0.2709 1.9386 -1.3198
C: 6.2978 3.1347 -1.5900
C: -3.5408 3.2164 1.3920
C: 3.4803 -5.0730 -3.8551
C: -2.3089 5.3495 1.9228
C: 3.9518 1.5411 1.6232
C: -0.1675 0.0041 7.9029
C: -2.4413 -1.1091 -3.7156
C: -0.1834 4.2019 1.8859
C: -5.1598 0.1923 0.5958
C: 2.8513 0.6898 1.4156
C: -0.0936 -0.1334 -3.3075
C: -4.8151 1.5903 0.9138
C: 4.7976 -4.0947 -1.9942
C: 0.1324 -2.0883 -1.4097
C: -0.1853 -1.0279 5.2796
C: -6.5245 0.0317 -0.1007
C: 5.8189 0.9860 -2.7316
C: 2.5790 0.2624 0.0707
C: 2.5315 -2.1289 -1.6106
C: -2.4068 2.5900 -2.1508
C: 3.3189 0.7898 -0.9758
C: 4.3978 1.6619 -0.7793
C: 4.5224 0.7323 3.9333
C: 1.2220 -3.8935 -2.5465
C: 3.1202 2.7865 3.6384
H: 3.6420 0.0911 3.9340
H: 4.4152 -5.3980 -4.3211
H: -3.1055 -3.4822 2.2613
H: 4.7972 3.2831 -3.8243
H: 0.1705 -1.0652 -3.8080
H: -0.3064 -5.3291 -0.3535
H: -1.3216 -3.9908 0.1699
H: -0.3510 -6.1595 -2.6448
H: -2.0776 -5.4823 -0.4321
H: -4.6302 -3.0985 1.4192
H: -1.7493 -1.9123 -3.9589
H: 3.4927 -2.4451 -4.7385
H: 0.2903 -2.0118 8.5227
H: 4.7420 1.0378 4.9628
H: 2.9689 3.6902 3.0368
H: 0.7991 0.2232 -2.8059
H: -3.1216 6.0546 1.9884
H: 6.4968 0.4435 -2.0682
H: -0.6076 1.8777 6.9635
H: 5.9017 4.0043 -1.0610
H: -3.4403 -1.5010 -3.5501
H: -3.8373 0.6169 -3.1878
H: -2.7869 4.6941 -2.2333
H: 1.1740 -4.8366 -3.0616
H: -7.4341 3.3925 2.2875
H: -4.6616 -1.1892 3.0360
H: 0.8549 3.9178 1.9467
H: 5.0542 0.2863 -3.0702
H: 3.1235 -5.8845 -3.2169
H: 5.7301 3.0976 4.1758
H: 6.4208 2.3137 2.7476
H: -3.2149 -3.6655 0.5083
H: -2.7084 -3.5211 -3.4063
H: -6.5714 -1.0359 -0.3514
H: 6.8141 3.4876 -2.4883
H: 4.4420 -4.8588 -1.2993
H: -2.6774 -2.5888 -1.9058
H: 5.5453 2.6500 0.7139
H: 4.5534 -1.8252 -3.4753
H: 1.0509 3.5009 -0.7369
H: 0.4169 1.1773 -0.9714
H: -0.5305 5.3198 -1.4029
H: 7.0341 2.6505 -0.9447
H: -3.3540 -4.2198 -1.9309
H: -2.4470 -0.4128 -4.5554
H: 5.1378 -3.0972 -4.5623
H: 5.4274 3.7708 2.5695
H: -5.3443 -0.2904 1.5567
H: -7.6136 1.2652 -1.5811
H: 2.7444 -4.9103 -4.6455
H: 3.7690 3.7497 -2.4537
H: 5.0411 -3.2062 -1.4121
H: 2.1949 2.2098 3.6492
H: -5.0444 4.4531 2.2199
H: 5.3743 0.1610 3.5525
H: -2.0655 -5.9461 -2.9813
H: 3.4902 -1.6761 -1.3983
H: 3.3507 3.0975 4.6641
H: -8.4948 -0.4318 0.8038
H: 3.0285 0.5085 -1.9861
H: -2.9887 -1.3298 3.6347
H: 0.2746 -2.8870 6.2169
H: -0.8649 -5.1083 -3.9769
H: -5.9241 1.4266 -3.2077
H: 3.4531 2.2468 -3.3208
H: -3.4009 2.3819 -2.5102
H: -8.8636 1.4980 2.0650
H: 6.3832 1.3264 -3.6077
H: -3.5588 0.2314 3.0771
H: -0.1598 0.4198 8.9049
H: -0.3654 0.6130 -4.0638
H: 5.7164 -4.4561 -2.4682

Here are the Mulliken charges for atoms 1 to 99, given in e:
1. Pb 1.542
2. S -0.333
3. S -0.552
4. S -0.333
5. P 1.246
6. P 1.849
7. O 1.066
8. O -0.992
9. N 0.180
10. N 0.122
11. N 0.924
12. N 0.948
13. C -0.375
14. C -1.683
15. C 0.284
16. C -2.071
17. C -2.473
18. C -0.626
19. C 2.306
20. C -0.233
21. C -0.479
22. C -1.026
23. C -0.295
24. C -0.948
25. C -0.981
26. C -2.669
27. C -0.803
28. C -1.293
29. C 2.045
30. C 0.198
31. C 0.001
32. C 1.149
33. C -1.458
34. C -0.902
35. C -0.262
36. C -1.579
37. C 0.501
38. C -1.106
39. C -1.225
40. C 2.531
41. C -1.572
42. C -0.864
43. C -0.468
44. C -1.659
45. C 3.447
46. C -0.796
47. C 0.372
48. C -2.412
49. C -0.184
50. C -2.408
51. C -0.474
52. C -0.453
53. C -0.580
54. C -2.220
55. C -0.641
56. C 0.240
57. C 0.119
58. C -2.275
59. C -0.196
60. C -1.684
61. C -0.774
62. C 0.299
63. C 0.708
64. C -1.578
65. C 0.267
66. C -0.207
67. C -0.982
68. C 0.103
69. C -0.401
70. C -1.770
71. C -0.408
72. C -1.301
73. H 0.252
74. H 0.467
75. H 0.343
76. H 0.453
77. H 0.477
78. H 0.327
79. H 0.459
80. H 0.451
81. H 0.436
82. H 0.399
83. H 0.872
84. H 0.302
85. H 0.319
86. H 0.470
87. H 0.175
88. H 0.413
89. H 0.443
90. H 0.314
91. H 0.354
92. H 0.413
93. H 0.479
94. H 0.543
95. H 0.391
96. H 0.625
97. H 0.355
98. H 0.393
99. H 0.398